No. 1
{"formula": "C39H34BrGeN10O3ReS", "method": "ωB97M-V/def2-TZVPD", "elements": ["Re", "N", "C", "C", "N", "C", "C", "N", "C", "C", "N", "H", "H", "H", "H", "H", "H", "C", "N", "C", "C", "N", "C", "S", "H", "H", "H", "H", "H", "H", "H", "H", "N", "C", "O", "C", "C", "N", "C", "N", "H", "H", "Br", "C", "C", "N", "C", "C", "C", "C", "O", "O", "H", "H", "H", "C", "Ge", "C", "C", "C", "C", "C", "C", "C", "C", "C", "C", "C", "C", "C", "C", "C", "C", "C", "C", "H", "H", "H", "H", "H", "H", "H", "H", "H", "H", "H", "H", "H", "H", "H"], "coordinates": [[1.0073, -1.4502, 1.2847], [1.5900, -2.9673, 5.1650], [1.4201, -1.6773, 5.6121], [1.2276, -0.9084, 4.5100], [1.2668, -1.7139, 3.3910], [1.4846, -2.9514, 3.8254], [1.6056, -3.9455, 2.7966], [1.4520, -3.4920, 1.5619], [1.6012, -4.5662, 0.7158], [1.8595, -5.6723, 1.4619], [1.8592, -5.2660, 2.7782], [1.7300, -3.7716, 5.7541], [1.4356, -1.4304, 6.6589], [1.0592, 0.1524, 4.4501], [1.5161, -4.4734, -0.3528], [2.0445, -6.6945, 1.1816], [2.0265, -5.8621, 3.5718], [2.2171, 3.8359, 1.3429], [2.8995, 2.8281, 0.5507], [3.9417, 3.2084, -0.4136], [4.3719, 1.8587, -1.0198], [3.4875, 0.9152, -0.3267], [2.7122, 1.5251, 0.5574], [1.6885, 0.7232, 1.7323], [2.9520, 4.4142, 1.9029], [1.5312, 3.3586, 2.0367], [1.6565, 4.4961, 0.6840], [4.7523, 3.7166, 0.1080], [3.5223, 3.8883, -1.1542], [5.4147, 1.6255, -0.8137], [4.2086, 1.8162, -2.0951], [3.5607, -0.0910, -0.3499], [-2.5410, -3.3353, 2.2994], [-1.6871, -2.3428, 2.0994], [-0.8721, -2.3823, 1.1467], [-1.6854, -1.1824, 3.0039], [-1.5840, 0.0426, 2.4435], [-1.5912, 1.3982, 2.6453], [-1.8382, -1.4001, 4.4065], [-1.9024, -1.5979, 5.5386], [-2.5276, -4.1313, 1.6812], [-3.2779, -3.2579, 2.9820], [0.9586, -1.2390, -6.2870], [2.0557, -1.4791, -4.7832], [3.4262, -1.6833, -4.9425], [4.2566, -1.8623, -3.9203], [3.7493, -1.8441, -2.6936], [2.3980, -1.6371, -2.4426], [1.5248, -1.4527, -3.5120], [1.8809, -1.5781, -1.0742], [2.6274, -1.7126, -0.0378], [0.6649, -1.3611, -0.8124], [3.8596, -1.7023, -5.9357], [4.4438, -2.0079, -1.8762], [0.4667, -1.2995, -3.3405], [-1.5497, 0.9723, 1.4092], [-2.1176, 1.5139, -0.4562], [-2.6700, -0.2149, -1.1244], [-2.2306, -0.7490, -2.3331], [-2.7022, -1.9793, -2.7724], [-3.6191, -2.6861, -2.0082], [-4.0778, -2.1559, -0.8086], [-3.6064, -0.9265, -0.3727], [-3.6045, 2.7084, -0.1753], [-4.0089, 3.4860, -1.2630], [-5.1292, 4.2982, -1.1716], [-5.8610, 4.3381, 0.0069], [-5.4733, 3.5648, 1.0910], [-4.3512, 2.7527, 1.0020], [-0.6429, 2.3259, -1.4041], [-0.6444, 3.6995, -1.6461], [0.3338, 4.2762, -2.4478], [1.3267, 3.4835, -3.0094], [1.3549, 2.1180, -2.7512], [0.3750, 1.5413, -1.9536], [-1.5354, -0.1978, -2.9563], [-2.3696, -2.3781, -3.7223], [-3.9980, -3.6367, -2.3605], [-4.8238, -2.6873, -0.2307], [-4.0080, -0.5068, 0.5470], [-3.4555, 3.4612, -2.1971], [-5.4319, 4.8967, -2.0206], [-6.7341, 4.9729, 0.0799], [-6.0444, 3.5950, 2.0096], [-4.0673, 2.1709, 1.8684], [-1.4302, 4.3251, -1.2358], [0.3057, 5.3392, -2.6516], [2.0639, 3.9287, -3.6668], [2.1198, 1.4942, -3.2021], [0.3991, 0.4746, -1.7692]], "lowdin_charge": [1.2970, 0.1548, -0.0323, -0.1245, -0.0817, -0.2307, -0.2240, -0.0471, -0.0545, -0.0249, 0.1470, 0.1769, 0.1379, 0.1023, 0.1281, 0.1335, 0.1761, -0.0084, -0.1228, -0.0660, -0.0792, 0.0747, -0.6307, 0.7562, 0.1065, 0.0629, 0.0976, 0.1354, 0.1197, 0.1304, 0.1113, 0.0988, 0.2563, -0.4589, -0.1060, -0.1651, -0.2538, 0.2650, -0.1873, 0.1981, 0.1412, 0.1386, 0.8132, -0.6608, -0.1417, 0.1028, -0.0707, -0.1236, -0.0474, -0.5794, -0.1563, -0.1072, 0.1174, 0.1294, 0.1017, -0.1703, 1.0644, -0.2709, -0.1012, -0.0635, -0.0651, -0.0806, -0.1167, -0.2809, -0.1149, -0.0622, -0.0601, -0.0658, -0.1021, -0.2621, -0.0982, -0.0615, -0.0733, -0.0795, -0.1112, 0.0921, 0.1104, 0.1114, 0.1085, 0.1063, 0.1035, 0.1136, 0.1143, 0.1123, 0.0860, 0.1007, 0.1154, 0.1157, 0.1001, 0.0591], "lumo_energy_ev": -5.62, "homo_ev": -13.04, "charge": 2, "e_above_lowest_kcal_mol": 0.00, "orbital_gap_ev": 7.414}

No. 2
{"formula": "C39H34CeCl2F6N3O7P2S5", "method": "ωB97M-V/def2-TZVPD", "elements": ["Ce", "C", "C", "O", "P", "S", "S", "O", "C", "C", "H", "H", "H", "H", "H", "H", "H", "H", "H", "H", "Cl", "C", "C", "C", "C", "C", "Cl", "C", "S", "H", "H", "H", "C", "C", "C", "C", "C", "C", "P", "C", "C", "C", "C", "C", "C", "C", "C", "C", "C", "C", "C", "H", "H", "H", "H", "H", "H", "H", "H", "H", "H", "H", "H", "H", "H", "O", "C", "C", "C", "C", "C", "C", "C", "N", "C", "C", "N", "H", "H", "H", "H", "H", "H", "H", "F", "C", "F", "F", "S", "O", "O", "N", "S", "O", "O", "C", "F", "F", "F"], "coordinates": [[1.5581, -0.3182, 0.1921], [0.8270, 2.7885, 3.4327], [0.8174, 1.3259, 3.0978], [1.2065, 1.0028, 1.7823], [-0.8102, 4.2541, -0.0716], [0.8031, 3.7621, -0.9082], [-2.1848, 4.8672, -1.1693], [-0.8378, 4.5221, 1.4950], [-0.2818, 5.8498, 1.9753], [-1.2557, 6.9607, 1.6062], [1.1007, 3.0146, 4.4950], [-0.1183, 3.3642, 3.1933], [1.5869, 3.2750, 2.7623], [-0.1853, 0.9537, 3.2820], [1.4788, 0.7521, 3.7837], [0.6680, 5.9356, 1.5258], [-0.1769, 5.7520, 3.0943], [-1.4445, 7.0611, 0.5249], [-0.9012, 7.9257, 1.9761], [-2.2282, 6.7523, 2.0805], [-1.2977, -4.0134, -1.7683], [-0.0330, -4.6789, -2.7406], [-0.3761, -5.5061, -3.7943], [0.6164, -6.3213, -4.3996], [1.9743, -6.2663, -4.0811], [2.3238, -5.2641, -3.1172], [3.8791, -5.2195, -2.4616], [1.3683, -4.3588, -2.5573], [1.9475, -2.9802, -1.7762], [-1.4349, -5.5682, -3.9975], [0.3390, -6.9893, -5.2399], [2.7021, -6.9924, -4.5605], [-4.7838, 0.6856, 4.1096], [-3.7035, 1.4314, 3.6666], [-3.1393, 1.2468, 2.3851], [-3.6607, 0.2757, 1.5061], [-4.8165, -0.3667, 1.9577], [-5.3598, -0.2041, 3.2191], [-2.7529, -0.2771, 0.0082], [-4.0615, -0.7233, -1.1547], [-4.3550, 0.1930, -2.1500], [-5.5552, 0.1950, -2.8209], [-6.4399, -0.8453, -2.5909], [-6.0829, -1.8724, -1.7027], [-4.8729, -1.8748, -1.0478], [-1.9630, -1.7655, 0.6904], [-2.6175, -2.8096, 1.3350], [-1.9029, -3.8744, 1.9272], [-0.5323, -3.8513, 1.8613], [0.1428, -2.8796, 1.1523], [-0.5363, -1.7638, 0.6760], [-5.1741, 0.8361, 5.1329], [-3.1489, 2.1095, 4.3506], [-2.3359, 1.9042, 2.0602], [-5.2715, -1.1970, 1.3702], [-6.2733, -0.7413, 3.5077], [-3.5812, 0.9094, -2.4092], [-5.7532, 0.9855, -3.5809], [-7.3838, -0.8813, -3.1435], [-6.8155, -2.6617, -1.5486], [-4.4708, -2.7747, -0.5263], [-3.7311, -2.8303, 1.3395], [-2.4799, -4.6529, 2.3925], [0.0235, -4.6342, 2.2788], [1.2037, -3.0384, 0.9732], [0.2900, 0.1784, -1.6384], [0.4996, 0.3924, -2.9018], [-0.5125, 0.0700, -3.7814], [-0.2512, 0.1071, -5.1409], [0.9272, 0.6022, -5.6872], [1.9008, 1.0646, -4.8306], [1.7123, 0.8996, -3.3940], [2.8520, 1.1382, -2.5671], [2.8965, 1.1133, -1.1810], [4.1107, 1.5777, -0.8064], [4.9213, 1.7238, -1.8881], [4.0813, 1.5375, -2.9947], [-1.4879, -0.2617, -3.3932], [-1.0273, -0.2044, -5.8123], [1.0599, 0.5779, -6.7712], [2.8606, 1.3498, -5.2365], [4.3736, 1.5959, 0.2334], [5.9522, 2.0920, -2.0203], [4.3979, 1.5433, -3.9535], [3.2745, -3.1844, 2.3917], [4.1511, -2.3119, 3.0489], [3.4721, -1.6642, 4.0405], [5.0853, -3.0022, 3.6691], [4.7872, -1.0943, 1.7325], [3.6629, -1.2276, 0.7308], [6.0367, -1.6990, 1.3531], [4.7230, 0.3766, 2.1375], [5.7728, 1.4250, 2.7623], [6.4068, 1.0230, 3.9981], [6.6163, 1.9974, 1.7777], [4.5240, 2.8241, 3.2233], [3.9837, 2.7130, 4.4627], [4.9848, 4.0797, 3.2048], [3.5161, 2.7520, 2.3515]], "lowdin_charge": [0.9513, -0.1068, -0.3585, -0.4426, -0.1706, 0.3755, 0.2492, -0.4437, -0.2232, -0.1083, 0.0785, 0.0511, 0.0687, 0.0922, 0.1124, 0.0838, 0.1336, 0.0379, 0.0727, 0.0866, 0.7334, -0.6776, -0.1554, -0.1608, -0.1446, -0.7610, 0.6293, -0.7636, 0.6339, 0.0781, 0.0810, 0.1045, -0.1255, -0.1035, -0.0827, -0.3355, -0.1144, -0.1149, 1.1065, -0.3709, -0.1302, -0.1096, -0.1118, -0.1074, -0.0990, -0.4212, -0.1381, -0.1120, -0.1161, -0.2106, -0.2530, 0.0984, 0.1036, 0.0846, 0.0941, 0.0986, 0.0929, 0.1096, 0.0922, 0.0934, 0.1045, 0.0776, 0.0799, 0.0786, 0.0448, -0.2604, -0.3830, 0.0075, -0.0979, -0.1337, -0.0310, -0.0819, -0.2218, -0.0399, -0.1423, -0.0568, 0.1011, 0.1188, 0.0872, 0.0887, 0.0829, 0.0720, 0.1131, 0.1360, 0.0821, -0.5537, 0.1002, 0.1488, 0.6697, -0.4597, -0.2627, -0.2975, 0.6240, -0.3017, -0.2784, -0.5976, 0.1047, 0.1270, 0.0962], "lumo_energy_ev": 2.97, "s_squared": 0.75, "homo_ev": -1.66, "charge": -2, "spin_multiplicity": 2, "orbital_gap_ev": 4.632}

Question: Look up the charge of the first one.
Answer: +2

Question: Which value of charge does entry 1 give?
Answer: +2

Question: charge of number 1 (C39H34BrGeN10O3ReS)?
Answer: +2

Question: charge of number 1 (C39H34BrGeN10O3ReS)?
Answer: +2